A structure of composition C11H21B2F4N4NiO4Si. Source: OMol25; level of theory: ωB97M-V/def2-TZVPD.

molecular weight: 457.71 g/mol
highest occupied orbital energy (alpha / beta): -12.9 / -12.9 eV
charge: +1
lowest unoccupied orbital energy (alpha / beta): -6.5 / -6.5 eV

Cartesian coordinates (Å):
Ni (-0.150, 0.143, 0.107)
C (2.857, 2.665, -1.470)
C (1.949, 1.759, -0.718)
N (0.960, 1.121, -1.268)
O (0.513, 1.390, -2.479)
B (-0.264, 0.277, -3.222)
F (-0.787, 0.804, -4.327)
F (0.584, -0.774, -3.398)
O (-1.395, -0.133, -2.300)
N (-1.006, -0.819, -1.208)
C (-0.781, -2.109, -1.242)
C (-1.180, -2.961, -2.385)
C (-0.173, -2.626, -0.028)
N (0.330, -1.709, 0.747)
O (0.705, -1.948, 1.987)
B (1.742, -0.975, 2.619)
F (1.861, -1.288, 3.907)
F (2.875, -1.050, 1.871)
O (1.152, 0.411, 2.514)
N (1.095, 0.903, 1.259)
C (2.125, 1.487, 0.702)
C (3.333, 1.895, 1.453)
C (-0.091, -4.075, 0.284)
H (2.635, 2.608, -2.534)
H (2.725, 3.695, -1.138)
H (3.895, 2.384, -1.300)
H (-1.600, -2.339, -3.173)
H (-0.321, -3.508, -2.772)
H (-1.922, -3.696, -2.071)
H (3.192, 1.706, 2.515)
H (4.199, 1.330, 1.111)
H (3.540, 2.952, 1.293)
H (-0.855, -4.628, -0.252)
H (0.889, -4.457, -0.008)
H (-0.181, -4.227, 1.358)
C (-1.631, 2.808, 0.593)
Si (-2.138, 0.982, 0.976)
C (-3.668, 0.379, -0.014)
C (-2.050, 0.323, 2.782)
H (-2.464, 3.453, 0.866)
H (-1.437, 2.959, -0.470)
H (-0.761, 3.136, 1.160)
H (-4.547, 0.907, 0.348)
H (-3.851, -0.686, 0.108)
H (-3.574, 0.582, -1.080)
H (-2.892, 0.739, 3.333)
H (-1.135, 0.606, 3.300)
H (-2.127, -0.762, 2.828)